Density functional theory data (ωB97M-V/def2-TZVPD) for a cluster of 12 separate species, C36H99N3O24 in total.

Atoms and positions in Å:
C: 4.447776 -4.422301 6.568035
O: 3.920716 -3.566541 5.552525
C: 4.200466 -2.233991 5.955815
C: 3.697506 -1.251361 4.949115
N: 4.823886 -1.039131 3.931505
C: 5.027766 -2.263861 3.115215
C: 5.874286 -1.868241 1.882535
O: 5.048386 -0.839571 1.183145
C: 5.573556 -0.183171 0.081215
H: 4.216226 -5.486571 6.525465
H: 4.149626 -4.131451 7.575325
H: 5.536706 -4.419831 6.519735
H: 5.238536 -2.000041 6.191995
H: 3.777806 -1.899731 6.903305
H: 3.560406 -0.309391 5.480155
H: 2.666366 -1.436001 4.647865
H: 4.543496 -0.296501 3.307025
H: 4.100696 -2.703661 2.747515
H: 5.599686 -3.003241 3.675865
H: 6.012956 -2.671311 1.158695
H: 6.797936 -1.337601 2.113605
H: 4.742116 0.358259 -0.370085
H: 5.926206 -0.893301 -0.666745
H: 6.276316 0.632919 0.249225
C: -5.549164 -1.284801 2.555985
O: -6.687844 -1.170641 1.684815
C: -7.570864 -0.192381 2.149925
C: -8.867854 -0.267011 1.357175
N: -8.692044 0.336159 0.013865
C: -9.985124 0.362049 -0.651745
C: -9.758464 0.693459 -2.128975
O: -8.867024 -0.334161 -2.766145
C: -8.261314 0.141479 -3.881715
H: -5.764824 -1.650411 3.559935
H: -5.106894 -0.344191 2.884255
H: -4.908914 -2.018941 2.066885
H: -7.171644 0.802099 1.950575
H: -7.773434 -0.265241 3.218455
H: -9.560534 0.409869 1.857325
H: -9.400334 -1.208221 1.220435
H: -7.932294 -0.187721 -0.396555
H: -10.592154 1.130639 -0.173305
H: -10.522594 -0.581731 -0.559445
H: -9.370164 1.706799 -2.231205
H: -10.661924 0.786049 -2.731705
H: -9.019094 0.343069 -4.638845
H: -7.598394 -0.632621 -4.268225
H: -7.774044 1.086739 -3.642665
C: 3.026956 3.090949 1.086535
O: 2.207706 1.969769 1.073595
C: 0.939126 2.103399 0.438875
C: 0.182186 0.777569 0.353465
N: 0.915086 -0.201041 -0.449915
C: 0.334966 -1.565161 -0.456185
C: -1.060644 -1.796601 -0.897005
O: -1.205434 -1.613011 -2.280825
C: -2.534574 -1.479191 -2.641655
H: 3.389306 3.208489 0.065265
H: 3.836416 3.087549 1.816515
H: 2.420446 3.982629 1.245085
H: 1.193316 2.563599 -0.515965
H: 0.361256 2.795319 1.051585
H: -0.699264 0.993719 -0.250215
H: -0.104684 0.353789 1.315865
H: 1.909676 -0.168351 -0.277245
H: 0.383696 -1.899941 0.579985
H: 0.971046 -2.245421 -1.022535
H: -1.673064 -1.088341 -0.338975
H: -1.375074 -2.799601 -0.608545
H: -3.026794 -0.568281 -2.300955
H: -3.135704 -2.337471 -2.341505
H: -2.572614 -1.539321 -3.729325
O: 0.718506 -2.387241 -6.057435
C: 1.447256 -1.227241 -6.577345
C: 2.255356 -0.337471 -5.563975
O: 1.207676 0.282049 -4.723915
H: 0.223436 -2.197991 -5.256995
H: 1.954036 -1.416421 -7.523645
H: 0.648656 -0.596721 -6.968215
H: 2.868316 0.366299 -6.127085
H: 2.905946 -0.970001 -4.960025
H: 1.144876 -0.079041 -3.836635
O: 6.949776 4.269169 8.222945
C: 6.008786 3.557909 7.425205
C: 4.862046 4.437369 6.893045
O: 3.967596 4.855599 7.950255
H: 7.676526 3.702319 8.491465
H: 6.491196 3.113039 6.554885
H: 5.622496 2.740679 8.034315
H: 4.213366 3.788789 6.304265
H: 5.239136 5.214489 6.228225
H: 4.430756 4.886709 8.790565
O: -0.422524 -7.518731 6.495935
C: -1.467014 -7.326881 5.634145
C: -0.940584 -6.554041 4.374665
O: -0.465744 -5.287341 4.760265
H: -0.767354 -7.476681 7.390885
H: -1.976764 -8.273341 5.453965
H: -2.120274 -6.623831 6.150935
H: -1.760214 -6.424521 3.667875
H: -0.264704 -7.113891 3.728245
H: 0.350026 -5.444911 5.241185
O: -1.580944 3.696289 -5.640925
C: -0.731654 4.772059 -5.379515
C: -1.250774 5.968479 -6.118215
O: -0.385424 7.085419 -5.922005
H: -1.180854 2.931319 -5.220995
H: -0.738574 5.039159 -4.322765
H: 0.286216 4.710869 -5.764605
H: -2.207544 6.279809 -5.698965
H: -1.325724 5.692709 -7.170085
H: -0.273234 7.175079 -4.972805
O: 6.861366 -6.063401 -2.671775
C: 6.299276 -5.427871 -3.836475
C: 4.935396 -6.049431 -4.308195
O: 5.058186 -7.231651 -5.078235
H: 7.011526 -6.953311 -2.999055
H: 6.265396 -4.362271 -3.609685
H: 6.949406 -5.521561 -4.706335
H: 4.493896 -5.417271 -5.078615
H: 4.307376 -6.072611 -3.417595
H: 4.250636 -7.506921 -5.518335
O: -7.196584 4.217739 0.048765
C: -6.123624 4.311109 -0.865065
C: -4.770164 3.783849 -0.267085
O: -4.333904 4.495109 0.928005
H: -7.397714 3.279059 0.043445
H: -6.321764 3.903799 -1.856505
H: -6.003754 5.373409 -1.077785
H: -4.052514 3.743349 -1.086485
H: -4.921074 2.768679 0.100025
H: -5.031044 4.629949 1.574075
O: 0.264416 6.449509 6.574115
C: -0.554584 5.482849 5.995065
C: -1.182254 4.471609 7.092345
O: -0.161084 3.564439 7.524375
H: 1.058786 6.060199 6.946945
H: -1.335574 5.843179 5.325495
H: 0.043866 4.833089 5.356495
H: -1.860404 3.804469 6.560235
H: -1.677064 4.972539 7.924405
H: 0.607106 4.057179 7.822195
O: 5.834686 7.113479 -6.075015
C: 4.618446 7.122769 -5.363895
C: 4.693676 6.330189 -4.062385
O: 5.490906 7.001519 -3.138695
H: 5.703446 7.653239 -6.857985
H: 4.263816 8.145459 -5.235655
H: 3.859476 6.637249 -5.977355
H: 5.215316 5.411679 -4.331305
H: 3.765796 6.082729 -3.546725
H: 6.391326 6.686969 -3.247765
O: -2.416484 -8.445881 -5.666005
C: -2.584974 -7.107971 -5.985645
C: -2.019364 -6.949311 -7.372535
O: -0.597974 -6.828591 -7.435205
H: -1.470594 -8.550171 -5.792535
H: -3.596774 -6.709251 -5.912265
H: -2.119894 -6.534021 -5.184155
H: -2.400994 -6.059211 -7.872715
H: -2.309454 -7.787681 -8.005845
H: -0.461774 -5.981131 -7.005235

Cartesian forces, eV/Å:
0.62 -0.35 0.14
0.28 -0.31 1.49
-0.62 0.77 0.31
1.90 1.10 -0.50
-1.88 -1.05 0.58
1.15 1.18 -0.84
-1.56 1.82 -0.83
0.03 -0.89 1.39
-0.58 0.15 -0.80
-0.71 0.15 -0.87
-0.12 0.41 0.03
0.27 0.32 0.11
0.63 -0.59 -0.71
-0.92 -0.95 0.48
0.43 0.28 0.02
0.14 -0.70 -0.85
-0.07 0.03 -0.29
-0.14 -0.11 0.09
-0.21 -0.04 0.12
0.24 -0.26 0.25
0.26 -0.47 0.35
-0.30 -0.16 -0.13
0.41 0.02 -0.13
0.68 -0.33 0.55
-0.50 -0.52 -0.04
1.07 -0.10 1.11
-1.06 -0.18 -0.66
-0.20 1.68 -0.54
0.15 0.01 1.60
1.15 -0.23 -1.40
0.45 -0.88 -0.75
-2.10 0.66 3.32
-0.01 0.61 -1.23
-0.84 -0.75 0.00
0.44 0.47 -1.16
0.40 0.52 0.16
0.19 0.27 0.12
0.05 -0.30 0.21
-0.23 -0.05 0.32
0.48 -0.57 0.61
-0.47 -0.16 -0.98
-0.07 0.12 -0.13
-0.12 -0.31 -0.04
0.90 -0.05 0.15
-0.42 -0.60 0.14
-0.01 0.17 -0.52
0.24 0.24 0.06
0.60 0.08 -0.36
-0.84 0.96 -1.24
-0.06 -2.08 1.29
0.89 0.31 0.82
0.94 -0.11 -1.47
-0.73 -0.03 -1.08
1.97 0.15 0.98
-0.28 0.93 0.14
0.58 0.25 0.17
-0.78 -0.63 -1.19
0.72 0.23 -0.11
-0.19 -0.59 -0.05
-0.05 0.33 0.39
-0.76 -0.17 -0.54
-0.35 0.25 -0.16
-0.45 0.22 0.43
-0.03 0.30 0.42
-0.10 -0.39 0.27
-0.18 -0.53 0.33
0.31 0.20 -0.09
-0.57 0.12 -0.07
0.02 -0.21 0.05
0.17 0.21 0.17
-0.12 -0.16 0.50
0.02 0.42 -0.10
1.71 0.06 -0.73
-1.42 0.97 0.49
-2.31 -1.79 0.27
1.10 0.29 -1.12
0.13 0.67 0.04
0.58 -1.07 0.50
-0.06 0.64 0.25
-0.37 0.42 0.28
0.07 0.08 0.09
0.43 -0.26 0.10
-0.37 0.80 -0.19
-0.03 -0.13 -0.22
-0.14 -1.19 1.34
0.30 0.34 -0.64
-0.13 -0.17 -0.11
0.15 -0.04 -0.17
-0.43 -0.11 -0.10
0.28 -0.12 -0.33
-0.06 0.48 0.45
0.31 0.15 -0.05
2.03 -0.54 1.36
-0.60 1.35 -1.36
-1.32 -0.89 0.20
0.11 -0.16 -0.27
0.26 -0.07 0.04
-0.18 0.02 -0.56
-0.74 0.03 -0.49
-0.43 0.40 0.32
0.73 -0.24 0.58
0.15 0.12 0.18
0.19 -0.55 0.00
0.02 1.16 -0.16
-0.52 0.68 0.54
0.34 -0.26 -0.57
-0.13 -0.33 -0.06
0.31 -0.22 0.36
0.30 -0.81 0.28
-0.48 -0.39 -0.42
-0.01 0.51 -0.05
0.04 0.16 0.10
-0.52 0.13 -1.14
-0.37 -0.94 -0.61
0.02 1.68 -0.59
1.42 -1.27 0.92
0.24 -0.40 0.45
-0.62 -0.11 0.02
0.45 -0.08 0.02
-0.14 1.20 0.70
-0.33 -0.62 -0.07
-0.17 0.42 0.30
0.24 -0.48 -0.37
1.54 1.08 0.50
-2.00 0.04 1.11
0.82 0.20 -1.59
-0.54 -0.30 0.40
-0.14 -0.68 0.09
0.14 0.19 0.21
0.53 0.52 0.53
-0.14 -0.43 -0.46
-0.51 -0.28 -0.42
-0.33 1.10 0.06
-0.57 -2.60 1.21
1.27 0.33 -1.91
-0.20 0.21 0.18
0.05 -0.17 -0.15
0.03 0.86 0.48
0.11 -0.25 -0.12
-0.37 0.26 0.10
0.06 0.16 -0.03
0.07 0.08 0.20
0.56 -0.19 0.36
-1.69 -0.30 -0.24
1.08 0.05 -0.90
0.73 0.49 1.10
0.13 0.00 -0.02
0.08 0.14 0.50
-0.31 -0.19 -0.15
-0.34 -0.48 -0.07
-0.33 0.23 -0.62
0.05 0.25 0.06
-0.46 -1.17 0.79
0.15 0.78 -0.07
-0.15 1.46 -1.08
-0.20 -0.35 0.60
0.21 -0.59 0.13
-0.49 -0.91 -0.35
0.75 0.63 -0.31
-0.43 0.20 0.03
0.01 -0.15 0.30
0.65 0.14 -0.01

HOMO-LUMO gap ... 0.325 Eh
Strongest force on any atom ... 4.0 eV Å⁻¹
SMILES string ... COCCNCCOC.COCCNCCOC.COCCNCCOC.OCCO.OCCO.OCCO.OCCO.OCCO.OCCO.OCCO.OCCO.OCCO
Charge ... 0

Here are the Mulliken charges for atoms 1 to 99, given in e: number 1, C, carries -0.90; number 2, O, carries -0.23; number 3, C, carries -0.68; number 4, C, carries -0.74; number 5, N, carries -0.45; number 6, C, carries -0.25; number 7, C, carries -0.75; number 8, O, carries -0.17; number 9, C, carries -0.80; number 10, H, carries 0.28; number 11, H, carries 0.34; number 12, H, carries 0.34; number 13, H, carries 0.38; number 14, H, carries 0.54; number 15, H, carries 0.42; number 16, H, carries 0.33; number 17, H, carries 0.25; number 18, H, carries 0.24; number 19, H, carries 0.32; number 20, H, carries 0.39; number 21, H, carries 0.38; number 22, H, carries 0.13; number 23, H, carries 0.35; number 24, H, carries 0.31; number 25, C, carries -0.81; number 26, O, carries -0.31; number 27, C, carries -0.40; number 28, C, carries -0.87; number 29, N, carries -0.14; number 30, C, carries -0.71; number 31, C, carries -0.71; number 32, O, carries -0.32; number 33, C, carries -0.62; number 34, H, carries 0.32; number 35, H, carries 0.32; number 36, H, carries 0.27; number 37, H, carries 0.20; number 38, H, carries 0.43; number 39, H, carries 0.39; number 40, H, carries 0.43; number 41, H, carries 0.25; number 42, H, carries 0.37; number 43, H, carries 0.38; number 44, H, carries 0.33; number 45, H, carries 0.49; number 46, H, carries 0.29; number 47, H, carries 0.23; number 48, H, carries 0.23; number 49, C, carries -0.95; number 50, O, carries -0.11; number 51, C, carries -0.89; number 52, C, carries -0.53; number 53, N, carries -0.05; number 54, C, carries -0.94; number 55, C, carries -0.56; number 56, O, carries -0.15; number 57, C, carries -0.85; number 58, H, carries 0.33; number 59, H, carries 0.24; number 60, H, carries 0.38; number 61, H, carries 0.39; number 62, H, carries 0.38; number 63, H, carries 0.33; number 64, H, carries 0.35; number 65, H, carries 0.10; number 66, H, carries 0.46; number 67, H, carries 0.43; number 68, H, carries 0.40; number 69, H, carries 0.37; number 70, H, carries 0.30; number 71, H, carries 0.36; number 72, H, carries 0.23; number 73, O, carries -0.50; number 74, C, carries -0.43; number 75, C, carries -0.33; number 76, O, carries -0.46; number 77, H, carries 0.27; number 78, H, carries 0.41; number 79, H, carries 0.26; number 80, H, carries 0.29; number 81, H, carries 0.23; number 82, H, carries 0.24; number 83, O, carries -0.53; number 84, C, carries -0.51; number 85, C, carries -0.24; number 86, O, carries -0.50; number 87, H, carries 0.30; number 88, H, carries 0.34; number 89, H, carries 0.34; number 90, H, carries 0.23; number 91, H, carries 0.26; number 92, H, carries 0.30; number 93, O, carries -0.51; number 94, C, carries -0.30; number 95, C, carries -0.48; number 96, O, carries -0.49; number 97, H, carries 0.31; number 98, H, carries 0.30; number 99, H, carries 0.27